Entry from the OMol25 dataset: 2 unconnected molecules or ions with the total composition C3H9NO2 in a non-equilibrium geometry (the ωB97M-V functional and the def2-TZVPD basis).

Kohn-Sham gap: 9.34 eV
SMILES string: CC(=O)O.CN
Energy relative to the best compared isomer or geometry (same formula, charge and spin): 157.1 kJ/mol
F_max: 3.3 eV/A
Highest occupied orbital energy: -8.696 eV

Bonds (Å) are listed after each position.
Atoms and positions in Å:
1 O -1.256 -1.171 -1.469  C6 1.387, H12 1.029
2 O -0.063 0.686 -0.746  C6 1.226
3 N 1.403 -0.811 1.062  C5 1.511, H7 1.054, H9 1.013
4 C -2.467 0.805 -1.161  C6 1.505, H8 1.069, H10 1.108, H11 1.040
5 C 2.581 0.050 1.453  N3 1.511, H13 1.098, H14 1.074, H15 1.034
6 C -1.107 0.164 -1.119  O1 1.387, O2 1.226, C4 1.505
7 H 1.011 -0.581 0.111  N3 1.054
8 H -2.490 1.761 -0.683  C4 1.069
9 H 0.686 -0.585 1.741  N3 1.013
10 H -3.168 0.172 -0.580  C4 1.108
11 H -2.859 0.734 -2.122  C4 1.040
12 H -0.595 -1.904 -1.178  O1 1.029
13 H 2.444 0.227 2.528  C5 1.098
14 H 3.443 -0.517 1.154  C5 1.074
15 H 2.438 0.972 1.007  C5 1.034

Löwdin atomic charge list, values in e, 8 entries:
1 O 0.033
2 O 0.056
3 N -0.095
4 C 0.015
5 C -0.153
6 C -0.495
7 H 0.021
8 H 0.083